1.
The following is a DFT calculation (ωB97M-V with the def2-TZVPD basis set) of one molecule with the formula C6H15N.

Last column: Löwdin charge in e.
CARTESIAN COORDINATES (ANGSTROEM)
C  -0.175  -2.799  0.744  -0.10
C  -0.658  -1.525  1.609  -0.24
C  -0.829  -0.327  0.688  -0.25
C  0.521  0.375  0.371  -0.19
N  0.187  1.586  -0.454  -0.26
C  1.439  2.284  -0.885  -0.09
C  -0.700  1.354  -1.537  -0.17
H  -0.664  -3.741  1.083  0.07
H  -0.256  -2.816  -0.326  0.05
H  0.889  -2.761  0.886  0.04
H  -0.002  -1.313  2.512  0.11
H  -1.643  -1.847  2.183  0.12
H  -1.605  0.364  0.958  0.10
H  -1.339  -0.655  -0.218  0.08
H  1.060  0.767  1.263  0.12
H  1.309  -0.261  -0.133  0.13
H  1.528  3.321  -0.453  0.09
H  1.547  2.442  -1.935  0.06
H  2.344  1.777  -0.642  0.06
H  -0.428  1.818  -2.459  0.05
H  -1.744  1.690  -1.182  0.11
H  -0.782  0.264  -2.075  0.13

energy relative to the best compared isomer or geometry (same formula, charge and spin): 245.1 kJ/mol
frontier orbital gap: 9.484 eV
SMILES string: CCCCN(C)C


2.
The following is a DFT calculation (ωB97M-V with the def2-TZVPD basis set) of one molecule with the formula C4H7NO.

Last column: Löwdin charge in e.
CARTESIAN COORDINATES (ANGSTROEM)
C  0.307  1.526  0.892  -0.05
C  -0.316  0.382  0.136  -0.34
C  0.133  0.024  -1.227  -0.07
N  0.541  -0.775  -0.057  -0.03
C  -0.088  -2.028  0.065  -0.30
O  -1.217  -2.206  0.468  0.05
H  0.269  1.333  1.970  0.08
H  -0.230  2.458  0.688  0.08
H  1.358  1.651  0.606  0.08
H  -1.348  0.138  0.379  0.14
H  -0.597  -0.426  -1.897  0.11
H  0.914  0.609  -1.714  0.11
H  0.575  -2.865  -0.229  0.13

energy relative to the best compared isomer or geometry (same formula, charge and spin): 170.3 kJ/mol
frontier orbital gap: 11.015 eV
SMILES string: C[C@H]1CN1C=O


3.
The following is a DFT calculation (ωB97M-V with the def2-TZVPD basis set) of a 5-piece molecular cluster, C5H22NO5 overall.

Last column: Löwdin charge in e.
CARTESIAN COORDINATES (ANGSTROEM)
C  1.989  -1.384  -0.337  -0.02
C  0.534  -0.945  -0.366  -0.29
C  -0.569  -1.898  0.045  -0.11
C  -1.983  -1.248  0.247  -0.10
C  -2.564  -0.494  -0.994  -0.14
O  -2.439  0.859  -1.042  0.24
N  0.572  0.159  0.712  0.16
H  2.449  -1.569  -1.293  0.09
H  2.175  -2.175  0.366  0.08
H  2.588  -0.512  -0.046  0.09
H  0.131  -0.449  -1.262  0.15
H  -0.450  -2.473  0.973  0.15
H  -0.706  -2.568  -0.817  0.15
H  -2.154  -0.700  1.180  0.10
H  -2.633  -2.093  0.511  0.15
H  -2.053  -0.904  -1.881  0.16
H  -3.622  -0.770  -1.130  0.19
H  -3.176  1.307  -0.569  0.16
H  -0.359  0.367  1.066  0.13
H  0.988  1.088  0.361  0.09
H  1.141  -0.189  1.520  0.13
H  3.141  -0.643  2.983  0.08
H  2.040  -1.716  3.161  0.07
O  2.550  -1.234  2.500  -0.04
H  1.927  2.161  -1.341  0.04
H  1.403  3.248  -0.257  0.10
O  1.434  2.309  -0.497  -0.05
H  -4.407  0.402  2.243  0.09
H  -3.831  1.688  1.620  0.07
O  -3.766  0.726  1.599  -0.03
H  3.117  2.173  -3.245  0.08
H  4.122  1.431  -2.387  0.08
O  3.380  2.045  -2.324  -0.03

total charge: +2
frontier orbital gap (alpha / beta): 11.712 / 5.062 eV
multiplicity: 2
expectation value of S²: 0.75


4.
The following is a DFT calculation (ωB97M-V with the def2-TZVPD basis set) of C38H53CdN3O4Si as an isolated structure.

Last column: Löwdin charge in e.
CARTESIAN COORDINATES (ANGSTROEM)
Cd  0.255  -0.057  0.043  1.48
C  -4.139  2.398  1.050  -0.09
N  -3.044  1.880  0.248  -0.22
C  -3.548  1.082  -0.865  -0.09
C  -2.152  2.903  -0.234  -0.22
C  -2.662  3.963  -0.982  -0.05
C  -1.838  4.928  -1.531  -0.10
C  -0.465  4.807  -1.375  -0.08
C  0.051  3.770  -0.624  -0.05
C  -0.771  2.828  0.006  -0.27
N  -0.219  1.850  0.850  -0.06
C  0.575  2.284  1.882  -0.27
C  0.701  3.635  2.268  -0.03
C  1.537  4.029  3.294  -0.10
C  2.285  3.102  4.003  -0.11
C  2.131  1.760  3.689  -0.05
C  1.295  1.346  2.664  -0.23
N  1.033  -0.063  2.440  -0.25
C  -0.121  -0.433  3.264  -0.08
C  2.155  -0.944  2.757  -0.10
H  -4.897  2.937  0.462  0.08
H  -3.749  3.071  1.812  0.09
H  -4.643  1.567  1.550  0.08
H  -4.106  1.687  -1.596  0.09
H  -4.225  0.315  -0.488  0.08
H  -2.722  0.592  -1.387  0.07
H  -3.733  4.023  -1.140  0.11
H  -2.258  5.746  -2.101  0.10
H  0.203  5.524  -1.835  0.10
H  1.121  3.689  -0.476  0.12
H  0.129  4.384  1.741  0.10
H  1.603  5.081  3.541  0.10
H  2.953  3.407  4.797  0.09
H  2.672  1.020  4.263  0.10
H  0.100  -0.280  4.328  0.10
H  -0.364  -1.481  3.105  0.06
H  -0.972  0.188  2.989  0.08
H  2.317  -1.028  3.839  0.08
H  3.061  -0.575  2.284  0.09
H  1.938  -1.938  2.366  0.07
C  3.291  0.777  -0.606  -0.07
O  2.776  -0.466  -0.144  -0.28
C  2.888  -1.507  -1.101  -0.19
C  2.296  -2.759  -0.491  -0.16
O  1.025  -2.453  0.079  -0.23
C  0.044  -3.467  -0.041  -0.17
C  -1.092  -3.128  0.893  -0.20
O  -1.488  -1.788  0.670  -0.27
C  -2.635  -1.442  1.435  -0.10
H  4.348  0.679  -0.872  0.10
H  2.730  1.122  -1.475  0.07
H  3.182  1.484  0.217  0.09
H  2.350  -1.230  -2.008  0.09
H  3.942  -1.687  -1.349  0.14
H  2.193  -3.516  -1.273  0.13
H  2.939  -3.156  0.302  0.13
H  -0.316  -3.523  -1.072  0.11
H  0.458  -4.442  0.244  0.14
H  -1.930  -3.810  0.706  0.14
H  -0.779  -3.249  1.938  0.12
H  -3.527  -1.906  1.001  0.10
H  -2.524  -1.783  2.468  0.09
H  -2.719  -0.358  1.414  0.07
C  -2.111  -1.743  -3.626  -0.10
C  -0.714  -1.811  -4.257  -0.59
C  -0.013  -3.055  -3.705  -0.09
C  -0.866  -1.943  -5.772  -0.09
Si  0.185  -0.221  -3.695  0.43
O  0.159  -0.164  -2.096  -0.42
C  -0.645  1.219  -4.592  -0.22
C  -0.464  1.368  -5.971  -0.11
C  -1.110  2.363  -6.685  -0.09
C  -1.957  3.246  -6.029  -0.10
C  -2.131  3.135  -4.660  -0.08
C  -1.472  2.137  -3.951  -0.08
C  1.959  -0.098  -4.389  -0.22
C  2.559  1.163  -4.281  -0.11
C  3.848  1.404  -4.727  -0.09
C  4.579  0.381  -5.317  -0.10
C  4.000  -0.869  -5.465  -0.09
C  2.707  -1.098  -5.008  -0.10
H  -2.687  -2.640  -3.880  0.08
H  -2.669  -0.875  -3.988  0.08
H  -2.050  -1.670  -2.538  0.06
H  -0.645  -3.941  -3.836  0.09
H  0.190  -2.936  -2.642  0.03
H  0.935  -3.259  -4.198  0.06
H  -1.384  -2.877  -6.016  0.08
H  0.099  -1.957  -6.284  0.07
H  -1.451  -1.122  -6.188  0.07
H  0.200  0.694  -6.500  0.10
H  -0.954  2.453  -7.753  0.10
H  -2.469  4.022  -6.584  0.10
H  -2.772  3.832  -4.139  0.09
H  -1.588  2.085  -2.878  0.07
H  1.992  1.981  -3.849  0.11
H  4.282  2.391  -4.627  0.10
H  5.584  0.563  -5.675  0.10
H  4.553  -1.667  -5.944  0.10
H  2.284  -2.081  -5.157  0.08

energy relative to the best compared isomer or geometry (same formula, charge and spin): 15.7 kJ/mol
frontier orbital gap: 7.222 eV


What did we get for F_max? Answer: 3.6 0.8 3.0 0.6 eV/Å, in the order shown.
What did we get for E_tot? Answer: -7953.226 -7797.879 -17250.802 -65369.464 eV, in the order shown.